No. 1
C12H22F3GaNO12 | the ωB97M-V functional and the def2-TZVPD basis

Each line ends with the Löwdin charge.
CARTESIAN COORDINATES (ANGSTROEM)
C (2.39791, 1.50994, -3.22810)  -0.0471
H (-0.74106, 1.48655, 0.47914)  0.1012
H (3.56802, -2.83094, 5.15266)  0.0947
H (1.89641, 2.65264, 5.61088)  0.0981
C (3.89627, -3.64635, 4.50620)  -0.0523
O (4.32649, -3.14574, 3.24329)  -0.0027
H (-6.27945, -1.83073, -4.91065)  -0.0272
H (3.51975, -1.10681, -0.35033)  0.0985
H (-0.24651, -0.23779, 0.45247)  0.0998
F (-3.50104, -4.51089, -6.53713)  -0.0037
H (1.35896, 0.99135, 5.32038)  0.0928
C (-0.47105, 3.62983, 5.01559)  -0.6151
Ga (-3.89521, -2.17783, -4.92828)  0.4353
H (-1.41630, 0.55405, -6.01801)  0.0363
H (-1.28549, 5.98608, 4.18473)  0.0973
H (2.18758, 0.52231, -3.64096)  0.1010
N (-2.48129, -1.44152, -2.73587)  -0.1661
H (-2.90942, 1.39287, -5.17661)  0.0368
H (3.09933, -4.38040, 4.37868)  0.0979
O (-5.71381, -2.53268, -5.25497)  -0.2816
O (-2.27427, -1.66056, -1.57335)  -0.0579
C (-2.02210, 5.18596, 4.27074)  -0.0466
O (2.36039, 1.47863, -1.80260)  -0.0124
C (1.03738, 1.98085, 5.64237)  -0.0431
O (3.89877, -2.09527, 1.39928)  0.0071
O (-1.40445, 3.91229, 4.10034)  0.0046
H (0.64452, 1.90532, 6.65739)  0.0971
F (-2.64757, -4.76033, -4.44634)  0.0213
H (2.15133, -2.04326, 0.26678)  0.1099
C (3.36911, -2.51099, 2.55224)  -0.6147
H (-2.53747, 5.23886, 5.23088)  0.0970
H (0.24759, 0.81713, 1.78462)  0.0887
O (2.23335, -2.34574, 2.91085)  0.1255
O (1.26344, 1.13616, 0.03801)  -0.0359
H (2.61812, -0.49427, 1.04014)  0.0843
H (3.40449, 1.80302, -3.52463)  0.0887
H (4.74884, -4.13758, 4.97339)  0.0903
C (-3.30535, -0.61955, -6.11602)  -0.2115
O (0.02267, 2.41807, 4.74078)  0.0011
C (2.98258, -1.39602, 0.55175)  -0.0300
C (-2.51447, 0.49818, -5.73110)  -0.1435
H (-3.66097, -0.63597, -7.19739)  0.0403
C (1.16743, 1.12900, -1.29770)  -0.6185
F (-1.60598, -3.46990, -6.05843)  -0.0081
O (0.18798, 0.85680, -1.93040)  0.1436
C (0.05442, 0.77812, 0.71289)  -0.0301
O (-3.69975, -1.89032, -3.05902)  -0.1907
H (-2.75691, 5.30404, 3.47582)  0.0941
H (1.69288, 2.24646, -3.61603)  0.0978
C (-2.83118, -3.85413, -5.48420)  -0.4629
O (-0.13493, 4.34104, 5.92585)  0.1209

- E (eV) = -99386.46595
- HOMO level (Ha) = -0.1318
- orbital gap (eV) = 5.556
- charge = -1

No. 2
C5H10O2 | the ωB97M-V functional and the def2-TZVPD basis

Each line ends with the natural charge from an NBO analysis.
CARTESIAN COORDINATES (ANGSTROEM)
H (1.75774, 1.23345, 0.85031)  0.2197
O (0.27781, -0.55555, -1.13123)  -0.5388
H (-1.49105, 2.12907, -0.23400)  0.1822
C (0.83076, 0.65679, 0.83468)  -0.4340
H (-1.81296, 0.49895, 0.37650)  0.1479
H (0.82669, -1.20376, 2.02471)  0.2153
C (0.29577, -1.50604, -0.07683)  -0.0759
H (0.73742, -2.42421, -0.47143)  0.1973
H (0.18669, 1.05320, 1.62647)  0.2103
H (-0.72576, -1.73118, 0.26383)  0.1610
C (-1.35183, 1.06519, -0.45252)  -0.0823
H (2.17639, -1.05838, 0.89232)  0.2095
C (1.11284, -0.84597, 1.03223)  -0.4301
O (-1.98057, 0.78911, -1.67707)  -0.7158
H (-1.56207, -0.02997, -1.98644)  0.4785
C (0.13769, 0.73732, -0.53630)  0.0602
H (0.62298, 1.43909, -1.22036)  0.1948

- E (eV) = -9441.69808
- relative energy (zero: lowest compared OMol25 entry of this formula, charge and spin) (kcal per mole) = 31.0
- HOMO level (Ha) = -0.3611
- orbital gap (eV) = 10.804
- charge = 0

No. 3
C2H6BNO4 | the ωB97M-V functional and the def2-TZVPD basis

Each line ends with the natural charge from an NBO analysis.
CARTESIAN COORDINATES (ANGSTROEM)
B (-0.55602, -1.05975, 0.06886)  1.1254
C (0.69169, -0.12825, -0.59222)  -0.4783
C (1.97041, -0.58444, 0.04062)  0.7585
N (0.46299, 1.29764, -0.12835)  -0.8704
O (2.82905, 0.39320, 0.43289)  -0.6739
H (0.76281, -0.29504, -1.70880)  0.2551
H (-1.90994, -0.91088, 1.50436)  0.5006
H (0.11785, 1.93604, -0.81869)  0.3776
H (2.16486, 1.09690, 0.34948)  0.4950
O (-1.04144, -0.54705, 1.20146)  -0.9065
H (-0.17358, 1.31968, 0.66214)  0.3907
O (-0.98128, -2.24794, -0.46717)  -0.8786
O (2.22840, -1.73497, 0.17705)  -0.5776
H (-1.87272, -2.44468, -0.30151)  0.4824

- E (eV) = -12530.46385
- relative energy (zero: lowest compared OMol25 entry of this formula, charge and spin) (kcal per mole) = 0.0
- HOMO level (Ha) = -0.3573
- orbital gap (eV) = 9.633
- charge = 0

No. 4
C31H50N5O13P2RbS3Se2 | the ωB97M-V functional and the def2-TZVPD basis

Each line ends with the Löwdin charge.
CARTESIAN COORDINATES (ANGSTROEM)
H (-2.36381, 2.77076, -1.40551)  0.1320
C (-0.85011, 2.76016, -2.93301)  -0.0407
C (-3.91041, -1.05524, 1.98859)  -0.5124
N (-4.45521, -0.83684, 0.81059)  0.0754
C (-6.02771, 0.62486, 1.85499)  -0.0816
H (-0.77461, 1.67866, -2.92741)  0.0561
H (-3.09611, 3.59176, 2.94319)  0.1411
H (-1.51581, 3.07216, -3.73901)  0.0713
H (-5.88841, 0.17966, -0.24361)  0.0893
H (5.51429, -4.46934, 0.77109)  0.0516
H (-3.25561, 0.12696, -5.35841)  0.1017
Se (-2.13901, -1.77284, 2.12319)  1.1428
C (-3.74311, -1.81624, -2.13371)  0.0012
H (5.74129, -3.08644, 1.84549)  0.0817
C (-1.39001, 3.25006, -1.58421)  -0.4933
H (-3.77921, -2.38064, -1.21111)  0.1373
H (-5.54201, 0.05066, -4.29811)  0.0977
C (3.98149, -0.00974, -1.62121)  -0.0313
O (2.96029, 1.12136, 0.31039)  -0.2172
N (-2.15661, -4.27074, 1.59139)  -0.1167
C (-0.77371, -6.66654, 1.48089)  -0.1045
H (0.90179, 3.11386, 1.39859)  0.0629
O (1.02709, -2.69134, -1.74881)  -0.5429
O (-0.68771, 0.63996, 2.22959)  -0.4032
C (-3.44641, -0.41564, -4.44591)  -0.0876
H (5.57789, 1.48636, 0.05449)  0.0654
H (-0.23871, -7.60984, 1.42969)  0.0907
P (-1.00661, 1.68296, 0.81209)  0.4777
C (-4.83401, -1.18204, -2.67831)  -0.0550
H (4.50219, -3.78394, -0.98691)  0.0791
H (-2.18251, 5.02506, -2.54381)  0.0654
H (2.17549, 5.73346, -1.26001)  0.0796
Rb (-0.39391, -1.04814, -0.76131)  1.1105
C (3.89279, 0.14086, -0.10941)  -0.4351
H (-0.63561, 5.27186, -1.71481)  0.0680
O (-1.73391, 0.75526, -0.07281)  -0.5016
C (5.37119, -4.11844, 1.78959)  -0.1044
H (0.14339, 3.16946, -3.10261)  0.0768
H (5.98929, -0.21574, 0.31929)  0.0699
O (-0.54141, 2.93116, -0.52441)  -0.3320
H (3.58969, -0.81684, 0.33729)  0.1263
H (3.38079, 3.51966, 0.46189)  0.1347
O (2.41259, -2.51074, -3.69911)  -0.3155
N (2.86129, -3.40474, 0.28159)  -0.0315
H (-1.30801, 2.10886, 3.98579)  0.0702
H (5.96929, -4.73984, 2.45709)  0.0773
O (1.06729, 0.79756, -1.43121)  -0.4013
C (3.07579, 3.93306, -0.50741)  -0.4708
C (-1.12561, -4.42714, 0.77399)  -0.2125
N (3.98459, -4.23724, 2.18969)  -0.0782
H (-2.43961, 5.31316, 1.38029)  0.0652
S (1.07089, -2.69044, -3.19171)  0.3622
C (-1.66901, 4.94286, 2.05359)  -0.0475
C (-1.59921, 4.77116, -1.66121)  -0.0475
C (3.52499, -4.19904, -0.72341)  -0.0743
O (-1.60481, -2.51914, -2.27661)  -0.2680
H (3.86659, -4.21964, 3.19599)  0.0793
O (2.18739, 3.03986, -1.14471)  -0.1725
P (1.60129, 1.70806, -0.43201)  0.5469
H (-5.91021, 0.77646, 3.99869)  0.0980
C (-2.05401, 3.55666, 2.57959)  -0.4464
H (3.14479, -0.58534, -2.00741)  0.0588
H (5.12429, 0.69446, 1.56689)  0.0768
H (4.03779, 4.49426, -2.35751)  0.0819
H (1.46809, 5.15296, 0.23979)  0.0604
Se (-4.01201, -5.10694, 3.46179)  0.3192
H (1.23279, 1.43786, 1.91709)  0.0795
H (-1.54661, 5.64576, 2.87629)  0.0721
C (2.40059, 5.28506, -0.29671)  -0.0373
H (0.41349, -5.66724, -0.03441)  0.0909
H (2.90179, -4.15994, -1.61491)  0.0668
H (-0.86911, -3.57224, 0.15419)  0.0422
C (-4.43871, -0.55004, 3.17779)  -0.0887
C (2.94579, -3.53064, 1.61109)  -0.9022
C (-2.52651, -5.28664, 2.36679)  -0.8844
H (-2.12501, 5.12626, -0.78211)  0.0462
C (5.24049, 0.55166, 0.49589)  -0.0439
H (-5.78971, -1.28094, -2.18631)  0.1023
H (4.90659, -0.51444, -1.89201)  0.0828
H (-2.17621, -7.30954, 2.97809)  0.0697
N (-2.53891, -1.81844, -2.73651)  -0.2326
C (4.31579, 4.08556, -1.38931)  -0.0403
O (-2.10531, 2.64206, 1.51439)  -0.1620
H (2.02049, -2.95414, -0.07801)  0.0741
C (0.80019, 2.06396, 1.14589)  -0.1906
O (0.32959, -1.20184, -3.66621)  -0.6769
C (-1.15531, 3.15656, 3.74819)  -0.0457
H (4.77159, 3.11366, -1.55421)  0.0579
H (3.04659, 5.95466, 0.26789)  0.0764
H (-3.98291, -0.83104, 4.11489)  0.1033
C (-0.40041, -5.59764, 0.67139)  -0.0900
H (-0.73891, 4.86446, 1.49619)  0.0607
C (-5.48731, -0.00874, 0.74839)  -0.1504
C (-1.83901, -6.50954, 2.33519)  -0.1662
O (0.33199, -3.71804, -3.87181)  -0.3155
H (-1.40611, 3.76446, 4.61979)  0.0766
O (-1.68881, -0.10824, 2.88749)  -0.5259
C (-5.50141, 0.32336, 3.10409)  -0.0778
H (-0.10731, 3.30356, 3.49489)  0.0714
H (-6.83181, 1.34216, 1.75369)  0.0885
C (-2.37941, -1.10714, -3.88271)  -0.4265
C (-4.69721, -0.46334, -3.86141)  -0.0821
H (3.96199, 0.97266, -2.08741)  0.0748
H (3.64179, -5.23684, -0.39931)  0.0909
S (-0.83981, -1.17044, -4.73471)  1.0273
H (5.04229, 4.74516, -0.91831)  0.0769
S (1.80739, -2.88104, 2.62699)  0.6508

- E (eV) = -249458.69068
- relative energy (zero: lowest compared OMol25 entry of this formula, charge and spin) (kcal per mole) = 46.5
- HOMO level (Ha) = -0.0474
- orbital gap (eV) = 4.826
- charge = -2

No. 5
C17H32Cl2O2P2Sn | the ωB97M-V functional and the def2-TZVPD basis

Each line ends with the natural charge from an NBO analysis.
CARTESIAN COORDINATES (ANGSTROEM)
Cl (-3.29763, -0.24316, 4.98920)  0.0163
H (1.41529, -1.67979, 1.70993)  0.1914
H (-2.92984, -0.12264, -2.03226)  0.2562
H (1.90860, 1.11183, -3.62375)  0.2684
H (-0.11236, 1.19224, 0.35678)  0.2453
C (0.37558, -1.32746, 1.65639)  -0.7870
H (0.36535, -0.24357, 1.86926)  0.2377
C (-2.44375, 1.24999, 4.63724)  -0.3363
P (0.45509, -5.24363, -0.32953)  1.3250
H (1.57585, 0.65275, -0.36517)  0.2267
H (1.73466, 2.76054, 0.18551)  0.3472
P (0.67283, 3.30065, 2.21945)  1.0158
C (-1.32283, 0.83340, 3.45637)  0.7802
H (-0.80039, -4.25241, 1.50754)  0.2836
C (1.69094, -4.16472, 0.42425)  -1.0790
H (0.83779, 1.95959, -1.81922)  0.2377
O (-1.79897, 0.66083, 2.33025)  -0.7571
H (-1.47755, 1.76281, -1.30422)  0.2819
Cl (-3.38410, 2.62511, 4.01436)  -0.0127
C (1.76112, -0.87106, -2.86422)  -0.4200
H (-0.98288, -0.96749, -4.27057)  0.2437
C (-2.08686, 0.11826, -2.70989)  -0.4439
C (-0.55139, -2.10632, -2.53159)  -0.2502
C (-0.83847, 3.51863, 1.13874)  -0.9786
C (1.57051, 2.13333, 1.08343)  -0.8220
H (2.20167, 5.16344, 2.51077)  0.2616
C (-1.50072, -1.21995, -3.32824)  -0.4665
H (-1.70864, -5.51913, 0.48404)  0.2909
H (1.48075, 5.25705, 0.89853)  0.2446
H (2.57609, -0.61741, -2.16102)  0.2199
H (-2.46381, 0.76950, -3.52405)  0.2708
H (-0.87796, -3.12908, -2.32270)  0.2311
H (1.27350, -3.58039, 1.25381)  0.2838
H (-1.34414, 2.55600, 0.96332)  0.2492
C (-1.09753, -4.58861, 0.50007)  -1.0207
H (-0.67131, 4.02871, 0.17603)  0.2266
C (0.84251, -1.88517, -2.23375)  -0.4220
H (2.46437, -4.90423, 0.66550)  0.3086
O (-0.18643, 0.81183, 3.95566)  -0.6882
C (0.29390, 1.11722, -2.27599)  -0.1905
H (2.05882, -3.44559, -0.31741)  0.3025
C (1.89581, 4.59032, 1.64533)  -0.9293
C (1.06792, 0.44654, -3.34877)  -0.4838
H (-1.81843, 1.58819, 5.46561)  0.2412
H (-1.58430, 4.09176, 1.70502)  0.2888
Sn (-0.38328, -0.73882, -0.66300)  1.1839
H (2.25366, -1.35609, -3.72389)  0.2544
C (-1.07350, 0.96202, -1.93594)  -0.3275
H (2.55111, 1.82974, 1.47001)  0.2893
H (-2.37729, -1.86043, -3.55042)  0.2684
H (1.29897, -2.82962, -1.92236)  0.2181
H (0.47964, 0.27093, -4.26358)  0.2471
H (-0.16745, -1.78092, 2.49908)  0.2703
H (-1.56047, -3.75768, -0.07654)  0.3012
H (2.78029, 4.10153, 1.24063)  0.2231
C (0.95963, 0.97063, 0.48599)  -0.2170

- E (eV) = -71667.27964
- relative energy (zero: lowest compared OMol25 entry of this formula, charge and spin) (kcal per mole) = 94.8
- HOMO level (spin up / spin down) (Ha) = -0.4661 / -0.4575
- orbital gap (spin up / spin down) (eV) = 2.512 / 2.282
- charge = +2

No. 6
C4H6N4 | the ωB97M-V functional and the def2-TZVPD basis

Each line ends with the natural charge from an NBO analysis.
CARTESIAN COORDINATES (ANGSTROEM)
H (-0.52110, 2.14938, 0.49584)  0.2365
N (2.07565, 1.14634, -0.32136)  -0.6816
H (-3.07628, 1.12987, 0.18778)  0.2055
C (-0.80102, -1.05806, -0.24703)  0.1734
C (1.34071, 0.14164, -0.03519)  0.5910
H (1.69882, -1.72922, 0.98547)  0.3915
C (-0.88739, 1.14081, 0.30493)  -0.1558
H (1.46281, 1.91707, -0.61225)  0.3442
H (-0.50681, -2.05223, -0.63761)  0.2267
N (-2.09854, -0.76180, -0.17606)  -0.4582
C (-2.17443, 0.51175, 0.14258)  -0.0423
N (1.96040, -1.09054, 0.22906)  -0.8331
H (2.95467, -0.90207, 0.42519)  0.3947
N (-0.06313, 0.00176, 0.00606)  -0.3922

- E (eV) = -10204.98402
- relative energy (zero: lowest compared OMol25 entry of this formula, charge and spin) (kcal per mole) = 22.0
- HOMO level (Ha) = -0.3331
- orbital gap (eV) = 9.870
- charge = 0